# 1
{
  "formula": "C26H29F6N2O7P2Zn",
  "method": "ωB97M-V with the def2-TZVPD basis set",
  "charge": -1,
  "homo_lumo_gap_ev": 6.91,
  "e_lumo_ha": 0.0832,
  "spin_multiplicity": 1,
  "homo_ev": -4.646,
  "species": ["Zn", "N", "C", "C", "P", "O", "O", "O", "P", "O", "O", "O", "H", "H", "H", "H", "H", "H", "H", "H", "C", "C", "C", "C", "C", "C", "C", "C", "C", "C", "C", "C", "N", "C", "C", "C", "C", "C", "C", "F", "H", "H", "H", "H", "H", "H", "H", "H", "H", "H", "H", "H", "H", "H", "H", "H", "H", "H", "H", "H", "H", "F", "C", "C", "F", "C", "F", "C", "O", "C", "F", "C", "F"],
  "coordinates": [[0.038, -0.623, 0.292], [-0.985, -1.296, -2.990], [-1.672, -2.381, -2.197], [-2.494, -3.243, -3.143], [-0.324, -3.390, -1.415], [0.700, -3.416, -2.702], [-0.768, -4.767, -1.135], [0.306, -2.508, -0.376], [-2.753, -1.510, -0.971], [-3.578, -0.580, -2.044], [-3.675, -2.444, -0.304], [-1.862, -0.544, -0.228], [-0.358, -1.728, -3.672], [-0.367, -0.651, -2.390], [-1.682, -0.724, -3.468], [-1.851, -3.750, -3.867], [-3.232, -2.640, -3.678], [-3.013, -4.001, -2.560], [0.832, -4.339, -2.945], [-4.520, -0.734, -1.920], [4.789, 1.442, 0.893], [3.730, 0.541, 0.256], [3.974, 0.406, -1.250], [3.669, -0.822, 0.916], [4.774, -1.666, 0.849], [4.738, -2.933, 1.403], [3.578, -3.377, 2.018], [2.456, -2.563, 2.110], [1.200, -3.062, 2.797], [0.886, -4.524, 2.488], [1.287, -2.827, 4.308], [2.512, -1.264, 1.575], [1.371, -0.422, 1.669], [1.331, 0.479, 2.688], [2.356, 0.699, 3.627], [2.230, 1.649, 4.633], [1.087, 2.422, 4.757], [0.048, 2.222, 3.848], [0.190, 1.278, 2.867], [-0.838, 1.079, 1.992], [4.782, 2.428, 0.421], [5.790, 1.018, 0.770], [4.605, 1.578, 1.960], [2.758, 1.011, 0.403], [4.959, -0.023, -1.448], [3.934, 1.386, -1.734], [3.224, -0.239, -1.709], [5.673, -1.326, 0.348], [5.605, -3.580, 1.344], [3.546, -4.379, 2.427], [0.369, -2.467, 2.418], [1.631, -5.202, 2.913], [0.825, -4.695, 1.413], [-0.080, -4.791, 2.922], [2.116, -3.400, 4.735], [0.365, -3.145, 4.799], [1.451, -1.773, 4.537], [3.258, 0.104, 3.556], [3.048, 1.782, 5.331], [0.994, 3.163, 5.539], [-0.873, 2.790, 3.895], [1.933, 5.175, -3.522], [1.590, 3.976, -3.025], [1.404, 2.893, -3.863], [1.572, 3.037, -5.186], [1.048, 1.666, -3.340], [0.872, 0.630, -4.192], [0.863, 1.442, -1.969], [0.573, 0.257, -1.509], [1.039, 2.572, -1.155], [0.853, 2.457, 0.166], [1.398, 3.804, -1.665], [1.558, 4.847, -0.842]],
  "lowdin_charge": [0.738, 0.153, -0.508, -0.088, 0.335, -0.158, -0.286, -0.297, 0.331, -0.162, -0.282, -0.316, 0.134, 0.082, 0.144, 0.080, 0.077, 0.086, 0.071, 0.071, -0.054, -0.363, -0.054, -0.138, -0.047, -0.085, -0.039, -0.137, -0.374, -0.067, -0.051, -0.195, -0.032, -0.246, -0.040, -0.114, -0.125, -0.032, -0.228, 0.027, 0.076, 0.072, 0.069, 0.103, 0.074, 0.075, 0.082, 0.104, 0.093, 0.102, 0.112, 0.066, 0.070, 0.080, 0.079, 0.076, 0.065, 0.111, 0.094, 0.086, 0.113, 0.097, -0.155, -0.152, 0.105, -0.134, 0.084, -0.272, -0.131, -0.139, 0.112, -0.144, 0.115]
}

# 2
{
  "formula": "C27H39BBaN8O2S3",
  "method": "ωB97M-V with the def2-TZVPD basis set",
  "charge": 0,
  "homo_lumo_gap_ev": 7.63,
  "e_lumo_ha": 0.0104,
  "spin_multiplicity": 1,
  "homo_ev": -7.347,
  "species": ["Ba", "C", "C", "C", "C", "N", "C", "C", "N", "B", "N", "C", "C", "N", "C", "S", "C", "C", "C", "C", "N", "C", "C", "N", "C", "S", "C", "C", "C", "C", "C", "S", "H", "H", "H", "H", "H", "H", "H", "H", "H", "H", "H", "H", "H", "H", "H", "H", "H", "H", "H", "H", "H", "H", "H", "H", "H", "H", "H", "H", "H", "H", "H", "H", "H", "H", "O", "N", "N", "O", "C", "C", "C", "C", "C", "C", "H", "H", "H", "H", "H"],
  "coordinates": [[-0.128, -0.961, -1.033], [-4.240, 2.154, -2.453], [-4.950, 1.686, -1.187], [-5.594, 0.325, -1.457], [-6.009, 2.737, -0.839], [-4.068, 1.522, 0.009], [-4.656, 1.226, 1.231], [-3.673, 1.118, 2.134], [-2.470, 1.331, 1.492], [-1.209, 1.195, 2.401], [-0.983, -0.257, 2.895], [-0.172, -0.380, 4.006], [0.024, -1.684, 4.238], [-0.683, -2.391, 3.277], [-1.295, -1.498, 2.450], [-2.322, -1.854, 1.116], [-0.561, -3.881, 3.236], [-1.496, -4.568, 2.247], [0.885, -4.197, 2.846], [-0.894, -4.418, 4.632], [0.048, 1.855, 1.770], [-0.025, 3.223, 1.610], [1.060, 3.623, 0.935], [1.830, 2.501, 0.671], [1.200, 1.413, 1.211], [1.776, -0.208, 1.281], [3.048, 2.663, -0.186], [3.863, 1.398, -0.434], [2.565, 3.182, -1.543], [3.952, 3.687, 0.504], [-2.715, 1.568, 0.184], [-1.528, 1.911, -1.016], [-5.018, 2.287, -3.208], [-3.724, 3.100, -2.311], [-3.518, 1.430, -2.817], [-6.255, 0.397, -2.321], [-4.824, -0.418, -1.670], [-6.181, -0.030, -0.610], [-6.660, 2.887, -1.700], [-6.638, 2.449, 0.001], [-5.530, 3.688, -0.602], [-5.717, 1.115, 1.340], [-3.712, 0.898, 3.185], [-1.457, 1.837, 3.393], [0.208, 0.485, 4.518], [0.612, -2.175, 4.988], [-1.270, -4.315, 1.216], [-1.347, -5.641, 2.383], [-2.541, -4.333, 2.433], [1.108, -3.786, 1.860], [1.602, -3.784, 3.557], [1.028, -5.278, 2.808], [-1.910, -4.137, 4.911], [-0.831, -5.506, 4.617], [-0.213, -4.064, 5.404], [-0.862, 3.786, 1.980], [1.356, 4.601, 0.605], [3.302, 0.643, -0.980], [4.715, 1.703, -1.047], [4.235, 0.953, 0.484], [1.898, 2.453, -2.006], [2.032, 4.130, -1.464], [3.423, 3.328, -2.200], [4.261, 3.319, 1.483], [4.845, 3.842, -0.102], [3.469, 4.655, 0.635], [1.352, -2.863, -1.577], [2.343, -2.937, -2.371], [2.518, -1.813, -2.967], [1.714, -0.828, -2.708], [3.548, -1.663, -3.942], [4.394, -2.725, -4.240], [5.383, -2.537, -5.192], [5.527, -1.315, -5.833], [4.674, -0.268, -5.521], [3.676, -0.433, -4.571], [4.279, -3.673, -3.737], [6.049, -3.354, -5.435], [6.302, -1.179, -6.576], [4.778, 0.689, -6.017], [2.994, 0.359, -4.303]],
  "lowdin_charge": [1.561, -0.100, -0.543, -0.024, -0.035, 0.003, -0.058, -0.077, 0.027, -0.605, 0.024, -0.081, -0.060, 0.004, -0.697, 0.520, -0.540, -0.101, -0.018, -0.035, 0.025, -0.087, -0.067, 0.007, -0.705, 0.543, -0.534, -0.081, -0.023, -0.033, -0.687, 0.526, 0.087, 0.064, 0.047, 0.090, 0.091, 0.080, 0.088, 0.072, 0.096, 0.116, 0.129, 0.124, 0.128, 0.117, 0.044, 0.087, 0.066, 0.090, 0.083, 0.091, 0.095, 0.088, 0.071, 0.129, 0.117, 0.047, 0.090, 0.063, 0.087, 0.080, 0.091, 0.095, 0.089, 0.073, -0.423, -0.028, -0.261, -0.393, -0.170, -0.019, -0.084, -0.096, -0.080, -0.014, 0.106, 0.103, 0.100, 0.103, 0.106]
}

# 3
{
  "formula": "C39H33Cl2CoN5O5PSe2",
  "method": "ωB97M-V with the def2-TZVPD basis set",
  "charge": -1,
  "homo_lumo_gap_ev": [6.43, 6.45],
  "e_lumo_ha": [0.0755, 0.0756],
  "spin_multiplicity": 2,
  "homo_ev": [-4.378, -4.390],
  "s_squared": 0.76,
  "species": ["Co", "C", "O", "C", "C", "C", "C", "C", "C", "O", "C", "O", "C", "H", "H", "H", "H", "H", "H", "H", "H", "H", "Se", "P", "Se", "C", "C", "C", "C", "C", "C", "C", "C", "C", "C", "C", "C", "H", "H", "H", "H", "H", "H", "H", "H", "H", "H", "Cl", "C", "C", "C", "Cl", "C", "O", "C", "C", "O", "C", "H", "H", "H", "C", "C", "N", "C", "C", "N", "C", "N", "N", "N", "C", "C", "C", "C", "C", "C", "H", "H", "H", "H", "H", "H", "H", "H", "H", "H", "H"],
  "coordinates": [[-0.535, 0.044, -0.252], [-4.465, -0.905, 5.228], [-4.303, 0.488, 5.058], [-3.538, 0.900, 4.008], [-3.384, 2.301, 3.901], [-2.629, 2.791, 2.877], [-1.999, 1.966, 1.917], [-1.264, 2.575, 0.836], [-1.118, 4.074, 0.758], [-0.732, 1.941, -0.090], [-2.147, 0.546, 2.035], [-1.623, -0.325, 1.261], [-2.946, 0.052, 3.112], [-5.087, -1.033, 6.110], [-3.504, -1.400, 5.383], [-4.961, -1.355, 4.363], [-3.858, 2.943, 4.629], [-2.511, 3.863, 2.796], [-2.092, 4.558, 0.654], [-0.489, 4.303, -0.097], [-0.635, 4.456, 1.657], [-3.031, -1.022, 3.177], [2.630, 3.519, 0.391], [3.049, 1.437, 0.638], [1.583, 0.128, 1.529], [3.587, 0.701, -0.965], [3.781, -0.676, -1.057], [4.218, -1.244, -2.244], [4.465, -0.442, -3.352], [4.269, 0.929, -3.266], [3.830, 1.499, -2.076], [4.624, 1.272, 1.577], [5.735, 1.997, 1.150], [6.941, 1.892, 1.821], [7.049, 1.067, 2.936], [5.945, 0.351, 3.368], [4.736, 0.449, 2.688], [3.557, -1.298, -0.198], [4.352, -2.317, -2.310], [4.804, -0.887, -4.280], [4.452, 1.559, -4.128], [3.653, 2.566, -1.996], [5.640, 2.660, 0.299], [7.799, 2.459, 1.479], [7.991, 0.989, 3.465], [6.021, -0.291, 4.238], [3.869, -0.113, 3.013], [1.498, -4.726, -5.272], [0.957, -3.842, -3.863], [0.258, -4.528, -2.855], [-0.199, -3.854, -1.761], [-1.066, -4.711, -0.527], [0.006, -2.439, -1.565], [-0.396, -1.884, -0.505], [0.685, -1.788, -2.643], [0.944, -0.374, -2.633], [0.550, 0.453, -1.812], [1.163, -2.499, -3.758], [0.082, -5.592, -2.943], [1.561, 0.001, -3.462], [1.694, -1.964, -4.535], [-2.095, 1.657, -3.264], [-2.806, 0.540, -2.587], [-2.356, -0.138, -1.564], [-3.299, -1.093, -1.259], [-4.337, -0.995, -2.127], [-4.025, 0.057, -2.974], [-4.732, 0.413, -4.170], [-3.927, 0.154, -5.346], [-3.912, 1.059, -6.347], [-3.112, 0.670, -7.266], [-2.560, -0.532, -6.875], [-1.615, -1.347, -7.512], [-1.229, -2.489, -6.855], [-1.761, -2.825, -5.589], [-2.683, -2.036, -4.947], [-3.079, -0.876, -5.629], [-1.315, 2.020, -2.597], [-2.774, 2.476, -3.508], [-1.630, 1.321, -4.195], [-3.142, -1.766, -0.433], [-5.256, -1.546, -2.227], [-4.976, 1.474, -4.205], [-5.655, -0.166, -4.196], [-1.208, -1.071, -8.475], [-0.491, -3.146, -7.296], [-1.413, -3.726, -5.102], [-3.058, -2.291, -3.965]],
  "mulliken_spin": [0.879, 0.000, 0.000, -0.003, -0.002, 0.002, -0.009, 0.013, 0.000, 0.005, 0.008, -0.006, 0.002, 0.000, 0.000, 0.000, 0.000, 0.000, 0.000, 0.000, 0.000, 0.000, -0.001, 0.012, 0.050, 0.000, 0.001, 0.001, 0.000, 0.000, -0.001, -0.005, -0.001, 0.000, 0.000, 0.003, 0.005, -0.001, 0.000, 0.000, 0.000, 0.000, 0.000, 0.000, 0.000, 0.000, 0.005, 0.000, 0.001, -0.001, 0.003, 0.000, -0.004, 0.013, 0.001, -0.007, -0.010, 0.000, 0.000, -0.003, 0.000, 0.002, 0.004, 0.027, 0.006, 0.005, 0.001, 0.000, 0.000, 0.000, 0.000, 0.000, 0.000, 0.000, 0.000, 0.000, 0.000, 0.001, 0.000, 0.000, 0.001, 0.000, 0.000, 0.000, 0.000, 0.000, 0.000, 0.000]
}

Maximum force? In order: 0.173; 1.213; 0.157 eV/A.